Molecular formula: C3H3BrO2
Method: DFT, wB97M-V/def2-TZVPD

```
9
Properties=species:S:1:pos:R:3:forces:R:3:nbo_charge:R:1
C -0.1772 -0.5336 -0.5728 -0.437 -4.994 0.365 0.66
C 0.6805 -0.7483 1.5438 -1.337 1.973 -2.235 0.39
C -0.4573 0.8027 -1.1406 -0.209 0.484 2.010 -0.76
O -0.3566 -1.6507 -1.0228 0.923 4.385 1.938 -0.47
O 1.0227 -1.7926 1.8458 0.588 -2.172 0.113 -0.50
Br 0.7484 0.6762 2.9682 -0.164 0.418 -0.309 -0.13
H -0.9851 0.5956 -2.0814 0.239 0.652 0.219 0.26
H 0.5573 1.2266 -1.1981 -0.471 0.325 -0.497 0.27
H -1.0328 1.4242 -0.3420 0.869 -1.071 -1.603 0.28
```
Positions in Å, forces in eV/Å.

The calculation puts the total energy at -2840.519811 hartree. The calculation puts the HOMO-LUMO gap (alpha / beta) at 8.1 / 8.1 eV. For the relative energy (zero: lowest compared OMol25 entry of this formula, charge and spin), the calculation gives 172.03 kJ/mol.

---

Molecular formula: CH3Br3Si
Method: DFT, wB97M-V/def2-TZVPD

```
8
Properties=species:S:1:pos:R:3:forces:R:3:nbo_charge:R:1
C 0.4217 -0.4821 1.0184 0.829 0.413 -3.867 -0.70
Si -0.3551 -0.2425 -0.6667 1.207 -2.978 1.685 1.10
Br -0.5910 3.2673 0.6291 0.099 -0.087 0.066 -0.02
Br -1.0427 -2.4493 -0.9312 -0.016 1.166 -0.194 -0.32
Br 1.2058 0.1058 -2.1504 0.142 0.150 -0.202 -0.26
H 1.4549 -0.6996 0.8067 0.490 -0.363 0.445 0.19
H 0.2027 -0.2595 1.9860 -1.010 0.510 2.499 0.20
H -1.2963 0.7600 -0.6918 -1.741 1.190 -0.432 -0.18
```
Positions in Å, forces in eV/Å.

The calculation puts the total energy at -8051.403431 hartree. The calculation puts the HOMO-LUMO gap (alpha / beta) at 9.4 / 5.4 eV. For the relative energy (zero: lowest compared OMol25 entry of this formula, charge and spin), the calculation gives 346.98 kJ/mol.

---

| no. | F_max (eV Å⁻¹) |
| --- | --- |
| 1 | 5.03 |
| 2 | 3.98 |